# 1
94
Properties=species:S:1:pos:R:3 method="wB97M-V/def2-TZVPD" gap_ev=7.247 lumo_ev=-3.1 spin_multiplicity=1 relative_energy_kj_mol=0.0 energy_ev=-81465.1973 charge=+1
Be 2.2347 0.1760 1.3583
O 1.0417 1.1121 1.8216
N 1.3207 1.9274 2.8530
C 0.3865 2.8375 3.1931
C 0.6078 3.6778 4.2498
C 1.8053 3.5738 4.9567
C 2.7453 2.6434 4.5783
C 2.5055 1.7988 3.4921
S 3.6051 0.6131 2.8840
H -0.5017 2.8314 2.5770
H -0.1491 4.4023 4.5096
H 2.0017 4.2270 5.7958
H 3.6869 2.5453 5.0981
O 3.5999 1.9421 -0.0328
N 3.0221 0.6914 -0.1361
C 3.0857 0.2244 -1.3189
C 2.5565 -1.0577 -1.7962
C 2.6857 -1.2592 -3.1710
C 2.2569 -2.4318 -3.7681
C 1.6854 -3.4249 -2.9887
C 1.5469 -3.2349 -1.6202
C 1.9772 -2.0638 -1.0043
P 1.8267 -1.9147 0.8083
C 3.1376 -2.9725 1.4844
C 3.3785 -2.8894 2.8571
C 4.3451 -3.6883 3.4475
C 5.0920 -4.5608 2.6689
C 4.8671 -4.6368 1.3019
C 3.8910 -3.8502 0.7092
C 0.2526 -2.7519 1.1792
C -0.8429 -2.5188 0.3477
C -2.0691 -3.1006 0.6156
C -2.2137 -3.9226 1.7266
C -1.1282 -4.1628 2.5556
C 0.1054 -3.5837 2.2847
H 3.8510 1.9933 0.9104
H 3.5883 0.8449 -2.0573
H 3.1318 -0.4811 -3.7782
H 2.3667 -2.5645 -4.8358
H 1.3458 -4.3483 -3.4386
H 1.0974 -4.0141 -1.0180
H 2.8150 -2.1942 3.4676
H 4.5221 -3.6195 4.5124
H 5.8524 -5.1792 3.1267
H 5.4525 -5.3125 0.6926
H 3.7259 -3.9240 -0.3580
H -0.7387 -1.8914 -0.5277
H -2.9043 -2.9066 -0.0475
H -3.1694 -4.3821 1.9418
H -1.2362 -4.8096 3.4161
H 0.9468 -3.7944 2.9314
C -2.3462 0.2207 2.0512
C -2.5494 1.6794 1.7442
C -3.2076 2.4926 2.6649
C -3.3583 3.8546 2.4465
C -2.8490 4.4289 1.2921
C -2.2054 3.6286 0.3566
C -2.0559 2.2583 0.5627
Sb -0.9531 1.0714 -0.8373
C -0.6505 2.5609 -2.3427
C 0.6846 2.9587 -2.4672
C 1.0814 3.8794 -3.4247
C 0.1313 4.4057 -4.2864
C -1.1964 4.0286 -4.1643
C -1.6152 3.1170 -3.1954
C -3.0797 2.7826 -3.0991
C -2.5995 -0.0542 -1.6412
C -3.8688 -0.0077 -1.0720
C -4.8904 -0.8286 -1.5305
C -4.6472 -1.7073 -2.5751
C -3.3906 -1.7482 -3.1614
C -2.3586 -0.9305 -2.7092
C -1.0178 -0.9629 -3.3937
H -2.6795 -0.0162 3.0613
H -1.2900 -0.0529 1.9703
H -2.9009 -0.4177 1.3610
H -3.5963 2.0499 3.5749
H -3.8753 4.4641 3.1768
H -2.9582 5.4908 1.1140
H -1.8092 4.0818 -0.5451
H 1.4295 2.5564 -1.7856
H 2.1173 4.1859 -3.4936
H 0.4197 5.1200 -5.0469
H -1.9360 4.4604 -4.8285
H -3.6802 3.5718 -3.5504
H -3.3954 2.6616 -2.0634
H -3.3135 1.8480 -3.6145
H -4.0789 0.6949 -0.2733
H -5.8727 -0.7737 -1.0791
H -5.4365 -2.3492 -2.9444
H -3.2084 -2.4198 -3.9927
H -0.9833 -1.7340 -4.1629
H -0.2090 -1.1640 -2.6853
H -0.7967 -0.0014 -3.8669

# 2
101
Properties=species:S:1:pos:R:3 method="wB97M-V/def2-TZVPD" gap_ev=7.932 lumo_ev=-1.8 spin_multiplicity=1 relative_energy_kj_mol=49.0 energy_ev=-163349.9626 charge=+1
Cs 0.5724 0.0664 1.2668
N -2.6587 1.3974 5.1180
C -1.8698 1.1093 4.0622
N -0.8428 0.3399 4.0640
C -0.4629 -0.2537 5.2651
N 0.6029 -0.9443 5.4478
N 1.3555 -1.2040 4.3080
C 2.6023 -1.2621 4.5529
C 3.5722 -1.6139 3.5088
C 4.9008 -1.8215 3.8841
C 5.8244 -2.1867 2.9164
C 5.3923 -2.3415 1.6104
C 4.0500 -2.1073 1.3329
N 3.1661 -1.7402 2.2448
C -1.3234 -0.0497 6.4480
C -1.0696 -0.6742 7.6746
C -1.8852 -0.4464 8.7595
C -2.9761 0.4161 8.6464
C -3.2500 1.0410 7.4481
C -2.4206 0.8007 6.3527
H -3.4222 2.0446 5.0182
H -2.1521 1.6052 3.1372
H 2.9987 -1.1001 5.5551
H 5.1959 -1.7020 4.9175
H 6.8599 -2.3542 3.1802
H 6.0740 -2.6369 0.8251
H 3.6676 -2.2192 0.3228
H -0.2150 -1.3309 7.7412
H -1.6779 -0.9346 9.7017
H -3.6148 0.5988 9.4998
H -4.0966 1.7095 7.3549
O -1.2143 1.4500 -0.5048
P -1.6630 1.1236 -1.8808
C -2.3687 -0.5470 -2.0504
P -1.1502 -1.8843 -1.7843
O -0.0785 -1.5114 -0.8236
C -2.1281 -3.2975 -1.2526
C -3.4167 -3.5519 -1.7162
C -4.0987 -4.6786 -1.2888
C -3.4983 -5.5517 -0.3923
C -2.2188 -5.2976 0.0799
C -1.5320 -4.1730 -0.3488
C -0.4519 -2.2722 -3.4030
C -1.2078 -2.8336 -4.4295
C -0.6246 -3.0921 -5.6577
C 0.7198 -2.8031 -5.8606
C 1.4774 -2.2571 -4.8364
C 0.8916 -1.9884 -3.6094
C -0.3501 1.2196 -3.1117
C -0.6122 0.9938 -4.4634
C 0.4087 1.0834 -5.3916
C 1.6946 1.4043 -4.9723
C 1.9576 1.6339 -3.6317
C 0.9346 1.5427 -2.6955
C -2.9472 2.2512 -2.4716
C -2.5734 3.4884 -2.9903
C -3.5340 4.4208 -3.3469
C -4.8795 4.1188 -3.1958
C -5.2621 2.8855 -2.6883
C -4.3000 1.9571 -2.3248
H -2.8141 -0.6487 -3.0436
H -3.1562 -0.6443 -1.2984
H -3.9014 -2.8712 -2.4067
H -5.0994 -4.8746 -1.6495
H -4.0333 -6.4299 -0.0568
H -1.7572 -5.9746 0.7859
H -0.5369 -3.9590 0.0206
H -2.2500 -3.0871 -4.2706
H -1.2111 -3.5318 -6.4532
H 1.1759 -3.0146 -6.8186
H 2.5252 -2.0382 -4.9948
H 1.4641 -1.5591 -2.7968
H -1.6182 0.7560 -4.7911
H 0.2067 0.9043 -6.4389
H 2.4945 1.4797 -5.6974
H 2.9613 1.8881 -3.3150
H 1.1231 1.7432 -1.6465
H -1.5235 3.7154 -3.1440
H -3.2345 5.3773 -3.7533
H -5.6314 4.8422 -3.4800
H -6.3112 2.6484 -2.5758
H -4.6142 1.0027 -1.9221
N 0.9502 4.0140 -0.4098
C 0.1428 3.9965 0.6694
N -1.1319 4.3994 0.4540
S 0.7024 3.5798 2.1798
H 0.6893 4.5464 -1.2241
H 1.9313 3.8673 -0.2458
H -1.5337 4.2280 -0.4560
H -1.7559 4.2520 1.2285
Br 7.9035 1.8123 -0.8521
C 6.0646 1.5526 -0.5209
C 5.3455 0.6312 -1.2689
C 4.0000 0.4758 -0.9758
N 3.3685 1.1571 -0.0265
C 4.0712 2.0433 0.6742
C 5.4228 2.2796 0.4700
H 5.8179 0.0513 -2.0484
H 3.4003 -0.2362 -1.5351
H 3.5260 2.5819 1.4444
H 5.9560 3.0045 1.0675

# 3
102
Properties=species:S:1:pos:R:3 method="wB97M-V/def2-TZVPD" gap_ev="6.209 / 6.216" lumo_ev="-3.3 / -3.3" spin_multiplicity=5 relative_energy_kj_mol=65.6 energy_ev=-228983.8217 charge=+1
Fe -1.5588 -0.9688 0.5327
F 4.6154 -1.3626 -2.4463
C 4.3032 -1.1269 -1.1514
C 3.0017 -0.8674 -0.8323
C 2.6461 -0.5679 0.4814
C 1.2485 -0.2669 0.7988
O 0.3769 -0.3971 -0.0833
C 1.0088 0.2019 2.1295
C 2.0239 0.1918 3.0304
N 3.2820 -0.2407 2.7723
C 4.2486 -0.2657 3.8440
C 3.8484 -0.9204 5.1289
C 4.8511 -1.5841 4.2351
C 3.6363 -0.5530 1.4723
C 4.9602 -0.8470 1.1260
C 5.3162 -1.1285 -0.1815
N 6.6803 -1.4171 -0.4629
C 7.0531 -2.0987 -1.6972
C 8.5329 -2.5095 -1.5802
N 8.8872 -2.5285 -0.1246
C 8.9129 -1.1281 0.4215
C 7.6690 -0.4047 -0.1196
C -0.3249 0.7579 2.5996
O -0.3071 1.5712 3.5063
O -1.3701 0.2986 2.0150
H 2.2381 -0.8670 -1.5976
H 1.8415 0.5450 4.0365
H 4.8674 0.6226 3.9012
H 2.8621 -1.3593 5.1745
H 4.1841 -0.4640 6.0477
H 4.5231 -2.4581 3.6898
H 5.8885 -1.5951 4.5405
H 5.7164 -0.8696 1.8973
H 6.9379 -1.4790 -2.5903
H 6.4259 -2.9805 -1.8155
H 9.2036 -1.7950 -2.0538
H 8.7161 -3.4953 -2.0009
H 9.7694 -3.0094 0.0492
H 8.1368 -3.0260 0.3632
H 9.8404 -0.6608 0.0962
H 8.9120 -1.2070 1.5071
H 7.9284 0.2044 -0.9943
H 7.2785 0.2675 0.6386
C -3.5046 2.4142 0.3107
C -4.1967 1.0560 0.3906
As -4.8727 0.3247 -1.3326
C -6.5172 -0.4692 -0.6462
C -7.6396 -0.4381 -1.4665
C -8.8442 -0.9806 -1.0363
C -8.9321 -1.5590 0.2195
C -7.8162 -1.5946 1.0465
C -6.6159 -1.0509 0.6173
C -3.7770 -1.3192 -1.4226
C -2.4153 -1.2318 -1.7656
C -1.6352 -2.3792 -1.9093
C -2.2023 -3.6339 -1.7414
C -3.5511 -3.7307 -1.4428
C -4.3274 -2.5895 -1.2853
As -1.9064 2.4909 -0.8474
C -2.7322 2.9723 -2.5546
C -3.7848 3.8780 -2.6646
C -4.3965 4.1031 -3.8864
C -3.9590 3.4282 -5.0195
C -2.8899 2.5522 -4.9303
C -2.2782 2.3319 -3.7025
C -1.3023 4.2581 -0.2714
C -1.1662 5.3285 -1.1492
C -0.7198 6.5602 -0.6889
C -0.4025 6.7320 0.6497
C -0.5188 5.6627 1.5267
C -0.9599 4.4304 1.0682
H -3.1381 2.6698 1.3075
H -4.1969 3.2015 0.0072
H -5.0663 1.1341 1.0472
H -3.5431 0.3193 0.8686
H -7.5708 0.0149 -2.4495
H -9.7135 -0.9459 -1.6798
H -9.8691 -1.9823 0.5567
H -7.8807 -2.0493 2.0265
H -5.7489 -1.0969 1.2677
H -1.9770 -0.2706 -2.0089
H -0.5911 -2.2826 -2.1772
H -1.5977 -4.5241 -1.8434
H -4.0063 -4.7047 -1.3166
H -5.3756 -2.7016 -1.0510
H -4.1324 4.4157 -1.7906
H -5.2186 4.8031 -3.9565
H -4.4480 3.5929 -5.9703
H -2.5344 2.0371 -5.8132
H -1.4356 1.6516 -3.6388
H -1.4128 5.2078 -2.1969
H -0.6264 7.3881 -1.3798
H -0.0653 7.6952 1.0088
H -0.2658 5.7852 2.5718
H -1.0281 3.6013 1.7639
F -3.2566 -4.9310 2.3968
C -2.0114 -4.6809 2.0005
F -1.7031 -5.5622 1.0315
F -1.1899 -4.9162 3.0337
C -1.8322 -3.2378 1.4795
O -2.8314 -2.4891 1.4178
O -0.6813 -2.9001 1.1170

# 4
97
Properties=species:S:1:pos:R:3 method="wB97M-V/def2-TZVPD" gap_ev=8.916 lumo_ev=0.3 spin_multiplicity=1 energy_ev=-87307.3368 smiles="O=C(CCPS)Nc1ccccc1.Fc1ccccc1.Fc1ccccc1.Fc1ccccc1.Fc1ccccc1.Fc1ccccc1.Fc1ccccc1"
O 2.0575 5.0318 0.0036
C 2.0736 5.3685 -1.2189
C 3.5244 5.2399 -1.9313
C 3.9898 3.7151 -2.1423
P 5.7733 3.4899 -1.4537
S 5.9648 1.6300 -0.4180
N 0.8869 5.8880 -1.9479
C -0.1240 4.8100 -1.9618
C -0.4721 4.1932 -3.3491
C -1.4920 3.0338 -3.3996
C -2.1978 2.4577 -2.1554
C -1.8929 3.0922 -0.7515
C -0.8651 4.2455 -0.7237
H 4.2543 5.7321 -1.1852
H 3.5367 5.7888 -2.9292
H 3.2769 2.9305 -1.7271
H 4.0881 3.5639 -3.2844
H 6.6853 3.3746 -2.5767
H 5.1095 0.6803 -0.9582
H 0.5314 6.7613 -1.5338
H 0.0241 4.5981 -4.2903
H -1.7431 2.5925 -4.4158
H -2.9327 1.5799 -2.2776
H -2.4173 2.6870 0.1876
H -0.6079 4.6950 0.3034
F -4.6081 0.1340 -2.3396
C -5.8228 0.5702 -1.9598
C -6.6598 1.1547 -2.8972
C -7.9177 1.6010 -2.5056
C -8.3191 1.4671 -1.1784
C -7.4678 0.8832 -0.2453
C -6.2140 0.4265 -0.6389
H -6.3264 1.2577 -3.9234
H -8.5832 2.0525 -3.2317
H -9.2987 1.8193 -0.8726
H -7.7805 0.7834 0.7887
H -5.5413 -0.0389 0.0725
F 6.8227 2.8785 -5.1049
C 8.1156 3.2330 -5.1818
C 8.4711 4.3568 -5.9110
C 9.8099 4.7266 -5.9860
C 10.7786 3.9623 -5.3399
C 10.4101 2.8330 -4.6146
C 9.0703 2.4687 -4.5300
H 7.7042 4.9344 -6.4138
H 10.0985 5.6086 -6.5476
H 11.8234 4.2492 -5.4026
H 11.1661 2.2365 -4.1153
H 8.7642 1.5976 -3.9624
F -10.5107 0.6873 -2.9157
C -10.8962 -0.0950 -3.9365
C -11.3995 -1.3590 -3.6726
C -11.8035 -2.1676 -4.7299
C -11.6894 -1.7068 -6.0394
C -11.1778 -0.4374 -6.2925
C -10.7839 0.3759 -5.2351
H -11.4731 -1.7035 -2.6477
H -12.2060 -3.1556 -4.5343
H -12.0008 -2.3400 -6.8639
H -11.0858 -0.0816 -7.3130
H -10.3916 1.3704 -5.4131
F -1.6544 -3.9622 3.4218
C -1.9444 -3.3407 2.2666
C -1.1149 -2.3277 1.8118
C -1.4125 -1.6876 0.6132
C -2.5421 -2.0609 -0.1112
C -3.3706 -3.0763 0.3579
C -3.0675 -3.7243 1.5510
H -0.2450 -2.0453 2.3933
H -0.7660 -0.8986 0.2440
H -2.7760 -1.5579 -1.0442
H -4.2523 -3.3630 -0.2055
H -3.6962 -4.5229 1.9269
F 1.9179 -5.2256 9.1177
C 1.6275 -4.6045 7.9628
C 2.4566 -3.5915 7.5078
C 2.1592 -2.9512 6.3092
C 1.0296 -3.3245 5.5847
C 0.2011 -4.3399 6.0538
C 0.5043 -4.9879 7.2469
H 3.3265 -3.3091 8.0891
H 2.8060 -2.1622 5.9403
H 0.7955 -2.8217 4.6519
H -0.6799 -4.6262 5.4906
H -0.1244 -5.7866 7.6227
F 8.7167 -5.8908 9.3962
C 7.7260 -5.5080 8.5755
C 6.4319 -5.9386 8.8237
C 5.4039 -5.5379 7.9764
C 5.6847 -4.7196 6.8838
C 6.9890 -4.2979 6.6418
C 8.0151 -4.6893 7.4954
H 6.2349 -6.5814 9.6737
H 4.3863 -5.8627 8.1657
H 4.8834 -4.4107 6.2202
H 7.2063 -3.6643 5.7885
H 9.0348 -4.3633 7.3274

# 5
105
Properties=species:S:1:pos:R:3 method="wB97M-V/def2-TZVPD" gap_ev="7.512 / 7.672" lumo_ev="-0.6 / -0.6" spin_multiplicity=4 relative_energy_kj_mol=77.4 energy_ev=-217554.7719
Co -1.1199 1.1827 -1.5092
S -0.8217 1.4831 1.1372
C 0.7244 1.1931 1.4363
N 1.2318 0.9819 2.6971
C 2.6783 0.8285 2.9247
C 3.2685 -0.0020 1.7830
N 2.9520 0.6849 0.5180
C 3.8719 0.5372 -0.6361
C 5.2972 0.5623 -0.2479
C 6.0433 -0.6206 -0.1420
C 7.3665 -0.5878 0.3751
C 7.8768 0.6236 0.8222
C 7.1424 1.8195 0.7207
C 5.8535 1.7726 0.1554
C 1.7566 1.2403 0.2753
S 1.3832 2.0180 -1.1258
C 0.3415 1.0319 3.8340
C 0.7393 0.0434 4.8869
C 0.6591 0.3526 6.2224
C 0.7679 -0.6655 7.1889
C 1.1211 -1.9604 6.7961
C 1.2935 -2.2243 5.4381
C 1.0923 -1.2231 4.4855
H 2.8540 0.4243 3.9158
H 3.1760 1.8615 2.8273
H 2.9543 -1.0345 1.7365
H 4.3544 0.0157 1.9192
H 3.7458 1.3781 -1.3561
H 3.5660 -0.3440 -1.1536
H 5.5789 -1.5319 -0.4933
H 7.8976 -1.5101 0.5681
H 8.8572 0.5571 1.2803
H 7.5335 2.7508 1.1597
H 5.2437 2.6778 0.0698
H -0.7023 0.7843 3.4940
H 0.2786 2.0714 4.2539
H 0.4189 1.3661 6.4714
H 0.6472 -0.4339 8.2388
H 1.2269 -2.7232 7.5754
H 1.5254 -3.2440 5.1464
H 1.1799 -1.4855 3.4213
S -0.6648 1.5647 -3.9054
C -1.2676 3.0182 -4.4337
N -2.4468 3.5076 -4.1375
C -2.6004 4.9328 -4.3828
C -1.7928 5.1615 -5.6414
S -0.2793 4.1908 -5.3738
H -3.0566 2.9251 -3.5501
H -2.1499 5.5173 -3.6019
H -3.6418 5.2491 -4.4527
H -1.5421 6.2250 -5.7282
H -2.3012 4.7929 -6.5213
C -3.1285 3.6649 0.5555
C -2.4660 4.3148 -0.5689
C -2.7089 5.7422 -0.8062
O -1.7519 3.6837 -1.3395
H -2.7385 4.1311 1.4950
H -2.9597 2.6186 0.5849
H -4.2080 3.9588 0.5818
H -3.7802 5.8405 -1.0137
H -2.1899 6.1100 -1.6716
H -2.3415 6.3340 0.0357
O -2.8158 -1.4202 -2.5964
C -1.8831 -1.7107 -1.9047
N -1.7049 -2.9400 -1.3253
C -0.3010 -3.0512 -0.9325
C 0.1320 -1.6048 -0.9070
O 1.1844 -1.2459 -0.4455
N -0.8027 -0.8630 -1.5365
C -0.1362 -3.8651 0.3184
C 0.1921 -5.2359 0.2882
C 0.2793 -6.0199 1.4063
C -0.0356 -5.4620 2.6595
C -0.3560 -4.0927 2.6870
C -0.3877 -3.3028 1.5709
C 0.5860 -3.6490 -2.0448
C 0.1315 -3.6729 -3.3411
C 0.9771 -4.0440 -4.3983
C 2.2531 -4.4918 -4.1368
C 2.7243 -4.4969 -2.8160
C 1.9095 -4.0344 -1.8131
H -2.1642 -3.7397 -1.7761
H 0.2905 -5.6339 -0.7042
H 0.5252 -7.0747 1.3169
H -0.1505 -6.0856 3.5612
H -0.7042 -3.6985 3.6426
H -0.7371 -2.2890 1.6050
H -0.8957 -3.4129 -3.5223
H 0.6210 -3.9939 -5.4057
H 2.9177 -4.7392 -4.9405
H 3.7528 -4.7723 -2.5908
H 2.2942 -3.9836 -0.8039
Br -9.1544 0.7555 -2.8219
C -7.6505 0.7625 -1.6243
C -7.8590 0.4761 -0.2892
N -6.8919 0.2963 0.5816
C -5.6285 0.5177 0.2119
C -5.3247 0.8470 -1.1263
C -6.3543 0.9641 -2.0587
C -3.9561 1.1899 -1.6042
O -3.9075 1.7552 -2.7072
O -2.9792 0.9789 -0.8157
H -8.8706 0.3305 0.0686
H -4.8364 0.4578 0.9538
H -6.1217 1.1594 -3.1183